No. 1
The following is a DFT calculation (the ωB97M-V functional and the def2-TZVPD basis) of a gas-phase ion, C32H39N4O2 (charge +1) at a distorted geometry.

orbital gap: 7.32 eV
energy above the lowest of the compared OMol25 structures with the same formula, charge and spin: 0.0 kJ/mol
energy: -43866.216 eV
SMILES string: COc1ccc([C@@H](/C=C/N2[C@H](Cc3ccccc3)C(=O)N(C)C2(C)C)[n+]2ccc(N3CCCC3)cc2)cc1
highest occupied orbital energy: -10.33 eV

The geometry in ORCA input format:
```
! wB97M-V def2-TZVPD RIJCOSX def2/J DEFGRID3
* xyz 1 1
O -4.64 3.70 1.27
O 7.20 1.37 0.47
N 1.37 -1.36 0.08
N -2.43 4.22 0.88
N 1.08 -5.26 -1.48
N -1.48 2.15 0.78
C -7.36 1.13 -0.64
C -3.47 3.36 1.08
C -5.99 1.27 -0.85
C -0.65 1.05 0.79
C 1.15 -2.82 -1.83
C -0.47 4.06 -0.55
C 1.47 -3.75 0.36
C -0.23 4.01 1.96
C 5.88 1.08 0.34
C -1.11 3.60 0.76
C 0.97 -7.63 -1.50
C 5.50 -0.29 0.42
C 1.61 -2.47 0.84
C 1.68 -0.07 0.71
C 7.61 2.74 0.35
C -5.56 0.53 1.42
C 1.04 -5.60 -2.89
C 1.25 -1.55 -1.28
C 3.15 0.33 0.42
C -3.59 1.10 -0.05
C 1.23 -3.98 -1.01
C 4.87 2.06 0.19
C -5.08 0.96 0.18
C 0.67 1.06 0.49
C -2.90 1.95 1.02
C -6.93 0.40 1.64
C 4.16 -0.64 0.54
C 1.14 -7.14 -2.94
C -2.65 5.65 0.90
C 1.27 -6.42 -0.62
C -7.83 0.67 0.60
C 3.54 1.64 0.11
H -0.20 5.12 -0.46
H 0.11 -5.26 -3.36
H -8.06 1.38 -1.44
H 0.40 -7.56 -3.61
H 6.29 -1.04 0.41
H -0.07 -7.96 -1.32
H 5.13 3.12 0.08
H 1.32 -0.64 -1.89
H -1.20 3.95 -1.38
H 3.94 -1.70 0.67
H -5.59 1.65 -1.79
H -8.90 0.52 0.76
H 0.64 -6.39 0.29
H 1.55 -4.58 1.06
H -3.41 1.57 -1.03
H -4.84 0.32 2.22
H 0.22 4.98 1.75
H 2.32 -6.46 -0.28
H 1.88 -5.14 -3.43
H 1.17 2.00 0.33
H -3.11 0.11 -0.06
H 8.69 2.67 0.35
H -3.05 1.47 2.01
H -2.30 6.10 -0.04
H 0.43 3.48 -0.78
H 1.63 -8.46 -1.26
H -2.13 6.12 1.73
H 2.81 2.36 -0.26
H 0.56 3.27 2.14
H 1.67 -0.24 1.81
H -3.72 5.84 1.00
H 7.25 3.19 -0.59
H -1.18 0.12 1.06
H 1.02 -2.90 -2.92
H 2.01 -2.27 1.83
H 7.26 3.34 1.21
H 2.14 -7.41 -3.30
H -0.86 4.10 2.86
H -7.29 0.10 2.63
*
```

These are the Löwdin partial charges, in e, on atoms 1 to 4: number 1, O, carries 0.085; number 2, O, carries -0.082; number 3, N, carries -0.023; number 4, N, carries -0.041



No. 2
The following is a DFT calculation (the ωB97M-V functional and the def2-TZVPD basis) of 2 unconnected molecules or ions with the total composition C2H3BrF2O2 at a distorted geometry.

orbital gap (spin up / spin down): 9.16 / 9.16 eV
energy above the lowest of the compared OMol25 structures with the same formula, charge and spin: 350.8 kJ/mol
energy: -81691.336 eV
highest occupied orbital energy (spin up / spin down): -10.15 / -10.15 eV

The geometry in ORCA input format:
```
! wB97M-V def2-TZVPD RIJCOSX def2/J DEFGRID3
* xyz 0 1
Br -2.79 0.04 -0.20
F -1.25 -2.34 -0.49
F -1.33 0.17 2.01
O 0.31 -0.77 -0.06
O -0.77 1.83 -0.26
C -0.55 -1.66 0.43
C -1.42 -0.57 0.88
H -0.02 1.06 -0.29
H 0.04 -2.25 1.11
H -0.61 2.62 -0.85
*
```

These are the Löwdin partial charges, in e, on atoms 1 to 4: number 1, Br, carries 1.012; number 2, F, carries 0.028; number 3, F, carries 0.063; number 4, O, carries -0.036



No. 3
The following is a DFT calculation (the ωB97M-V functional and the def2-TZVPD basis) of a molecular structure, C11H10N4ReS6 at a distorted geometry.

orbital gap (spin up / spin down): 6.62 / 5.30 eV
energy: -84653.680 eV
highest occupied orbital energy (spin up / spin down): -14.62 / -14.74 eV

The geometry in ORCA input format:
```
! wB97M-V def2-TZVPD RIJCOSX def2/J DEFGRID3
* xyz 2 4
Re 0.88 1.46 0.93
S -1.48 1.52 0.93
S -2.41 -4.18 0.97
S -3.44 -2.00 -0.75
S 1.71 2.21 2.95
S -1.51 -1.38 1.32
S -3.80 0.61 -1.82
N 1.03 0.39 -0.81
N 2.22 -0.45 2.77
N 2.50 0.49 4.83
N 1.83 -0.25 1.51
C 0.68 0.85 -2.03
C 0.93 0.15 -3.18
C -2.99 -0.32 -0.61
C 1.55 -1.10 -3.10
C 2.17 0.60 3.56
C 1.68 -0.81 -0.73
C -3.55 2.37 -1.51
C 2.10 -1.14 0.60
C 1.92 -1.58 -1.86
C -2.44 -2.61 0.53
C -2.07 -0.03 0.39
H 2.68 -2.02 0.85
H 2.55 1.30 5.42
H 2.80 -0.40 5.21
H -4.06 2.67 -0.60
H -2.50 2.61 -1.46
H 2.43 -2.53 -1.75
H 0.18 1.81 -2.06
H 1.75 -1.67 -4.00
H 0.65 0.57 -4.14
H -4.01 2.86 -2.36
*
```

These are the Löwdin partial charges, in e, on atoms 1 to 4: number 1, Re, carries 0.953; number 2, S, carries 0.595; number 3, S, carries 0.784; number 4, S, carries 1.001



No. 4
The following is a DFT calculation (the ωB97M-V functional and the def2-TZVPD basis) of a molecular structure, C31H44Br39F5N5O2.

orbital gap: 8.85 eV
energy: -2789639.702 eV
highest occupied orbital energy: -11.11 eV

The geometry in ORCA input format:
```
! wB97M-V def2-TZVPD RIJCOSX def2/J DEFGRID3
* xyz 1 1
Br 4.46 5.43 4.19
Br 2.35 6.34 -3.23
Br 8.11 -5.34 1.17
Br -7.36 4.18 -4.51
Br 5.77 -15.13 -3.04
Br -6.14 8.58 0.43
Br 0.36 4.54 7.34
Br -2.15 -7.31 -0.33
Br -0.20 4.50 -2.76
Br 2.84 -5.06 5.89
Br 2.32 2.06 7.06
Br 6.50 -9.20 -0.90
Br 3.71 8.67 -5.87
Br -6.08 11.63 -0.47
Br 5.27 -0.58 4.47
Br 0.27 7.06 -0.94
Br 4.78 1.98 2.66
Br -8.61 5.58 -1.94
Br -0.22 -5.43 5.10
Br 4.14 -5.16 -0.39
Br -7.16 9.41 -2.47
Br 4.97 -4.29 2.56
Br 2.80 8.87 -8.91
Br 1.21 -2.61 4.68
Br 1.15 3.48 4.45
Br 3.36 -9.36 -1.31
Br 1.97 6.34 -7.17
Br 5.21 -11.80 -2.18
Br 0.15 -6.46 1.70
Br 3.79 -7.18 2.08
Br 0.13 -9.37 0.46
Br 6.60 -16.16 -5.93
Br 4.51 -13.78 -5.63
Br 2.70 5.11 1.58
Br -5.53 5.97 -2.59
Br 9.31 -8.28 0.91
Br 11.12 -5.75 0.22
Br 3.68 -0.86 1.74
Br 3.82 7.97 2.39
F -0.04 -4.02 -0.71
F 1.81 -2.35 0.34
F 0.27 -1.00 1.01
F -0.16 -2.01 -1.54
F 0.36 -3.01 1.78
O -3.47 0.08 3.90
O -0.43 -0.10 5.83
N -1.19 0.83 -5.42
N -3.25 2.75 1.72
N -1.86 2.49 -6.88
N -3.38 0.96 2.87
N -3.22 1.94 -4.95
C 0.54 -2.27 0.69
C -7.29 5.70 -3.33
C -0.40 -2.75 -0.44
C -2.04 1.70 -5.72
C -1.12 -0.31 4.60
C -2.46 0.32 4.91
C -3.42 2.28 2.95
C 1.12 5.65 -1.95
C -0.35 0.28 3.41
C -3.11 1.70 0.83
C -2.41 -1.25 -0.06
C 1.72 3.70 6.28
C -3.13 -0.90 1.25
C -5.93 9.81 -1.04
C 5.08 -9.90 -2.00
C -4.03 1.55 -1.56
C -0.31 -7.52 0.16
C -1.85 -2.68 -0.01
C 5.07 0.08 2.68
C -3.20 0.54 1.57
C 4.14 6.08 2.41
C 9.35 -6.48 0.23
C 5.20 -15.40 -4.85
C -1.77 4.69 1.38
C 3.30 7.69 -7.48
C 1.44 -4.53 4.70
C -3.21 4.20 1.43
C 3.78 -5.35 1.49
C -2.93 2.52 -3.62
C -2.88 1.96 -0.62
C -4.16 2.54 -2.72
H -3.13 -1.23 -0.87
H -3.78 0.60 -2.02
H -2.14 1.91 -3.19
H -1.29 4.52 2.35
H -2.02 3.47 -6.68
H -1.61 -0.55 -0.25
H 4.38 -16.11 -4.83
H -2.72 3.03 -0.73
H -4.97 1.46 -1.02
H -1.23 -1.38 4.47
H -4.34 3.55 -2.35
H -2.41 -3.35 -0.66
H 1.68 5.04 -1.25
H 5.19 -9.47 -2.98
H 5.03 5.89 1.83
H -1.76 5.75 1.18
H 9.02 -6.53 -0.80
H 4.21 7.18 -7.78
H -4.93 9.67 -1.44
H 0.29 -7.17 -0.67
H 6.00 -0.12 2.16
H 0.51 -0.24 5.69
H -1.90 -3.11 0.99
H -3.72 4.67 2.26
H -2.85 -0.14 5.81
H 0.12 -0.54 2.86
H -2.53 3.53 -3.72
H -3.78 2.61 -5.47
H -2.35 1.38 5.13
H 2.57 4.37 6.26
H -1.21 4.16 0.62
H -1.94 1.49 -0.92
H -2.50 2.20 -7.61
H -3.76 4.42 0.53
H -4.15 -1.29 1.21
H 1.73 -4.82 3.70
H -3.55 2.84 3.86
H 0.46 0.94 3.72
H -7.51 6.57 -3.92
H -1.50 0.30 -4.61
H -5.03 2.24 -3.31
H -2.66 -1.42 2.08
H 2.78 -4.96 1.65
H -0.96 0.81 2.69
*
```

These are the Löwdin partial charges, in e, on atoms 1 to 4: number 1, Br, carries 0.593; number 2, Br, carries 0.585; number 3, Br, carries 0.548; number 4, Br, carries 0.602



No. 5
The following is a DFT calculation (the ωB97M-V functional and the def2-TZVPD basis) of a molecular structure, C3H8N3 at a distorted geometry.

orbital gap: 10.92 eV
energy above the lowest of the compared OMol25 structures with the same formula, charge and spin: 82.7 kJ/mol
energy: -7704.421 eV
highest occupied orbital energy: -13.83 eV

The geometry in ORCA input format:
```
! wB97M-V def2-TZVPD RIJCOSX def2/J DEFGRID3
* xyz 1 1
N -0.01 0.07 -0.14
N 2.59 0.16 -0.07
N -2.10 0.42 -0.13
C -0.56 -1.14 0.26
C -1.91 -0.91 0.19
C -0.95 1.00 -0.25
H -0.75 2.03 -0.63
H 2.70 0.69 -0.96
H -2.80 -1.41 0.55
H 3.13 -0.66 -0.09
H 1.25 0.14 -0.21
H -0.13 -2.03 0.64
H -2.99 1.04 0.02
H 2.53 0.61 0.81
*
```

These are the Löwdin partial charges, in e, on atoms 1 to 4: number 1, N, carries 0.021; number 2, N, carries 0.126; number 3, N, carries 0.062; number 4, C, carries -0.039



No. 6
The following is a DFT calculation (the ωB97M-V functional and the def2-TZVPD basis) of 2 unconnected molecules or ions with the total composition C18H29F3N2O at a distorted geometry.

orbital gap: 6.77 eV
energy: -32314.317 eV
SMILES string: CC(C)(C)C1=CC(=CC(F)(F)F)C=C(C(C)(C)C)C1=O.CN(C)N
highest occupied orbital energy: -7.55 eV

The geometry in ORCA input format:
```
! wB97M-V def2-TZVPD RIJCOSX def2/J DEFGRID3
* xyz 0 1
F 4.39 1.61 -0.37
F 3.92 -0.50 0.15
F 3.23 0.37 -1.77
O -2.73 -1.33 -0.86
N 2.85 0.10 2.73
N 2.76 1.41 2.14
C -3.65 1.18 -2.16
C -0.43 -3.04 -0.91
C 2.12 1.20 0.16
C 0.89 0.59 -0.31
C -2.88 1.54 -0.88
C -0.34 1.32 -0.50
C 0.83 -0.80 -0.66
C -2.61 3.04 -0.91
C 1.74 2.12 2.93
C -3.78 1.23 0.32
C 0.96 -3.66 -0.94
C -1.17 -3.51 -2.18
C 4.07 2.06 2.43
C -1.19 -3.60 0.30
C -0.36 -1.48 -0.86
C 3.38 0.68 -0.43
C -1.55 0.73 -0.80
C -1.62 -0.74 -0.88
H -4.58 1.77 -2.22
H -2.22 -3.24 0.32
H 4.25 1.96 3.52
H -1.19 -4.60 -2.20
H -0.69 -3.31 1.24
H -1.20 -4.70 0.23
H 4.02 3.14 2.17
H -3.04 1.40 -3.03
H -3.55 3.59 -1.01
H 1.51 -3.43 -0.02
H -4.04 0.17 0.34
H -1.98 3.30 -1.77
H 3.52 -0.43 2.19
H 1.69 3.19 2.65
H -2.12 3.38 0.01
H -0.65 -3.13 -3.07
H -2.20 -3.13 -2.17
H 2.04 2.04 3.99
H 4.90 1.57 1.89
H 2.13 2.28 0.23
H 1.92 -0.33 2.64
H -3.29 1.49 1.26
H -0.31 2.40 -0.35
H -3.91 0.12 -2.16
H -4.71 1.82 0.25
H 0.86 -4.75 -1.01
H 1.52 -3.31 -1.81
H 1.76 -1.37 -0.67
H 0.75 1.63 2.81
*
```

These are the Löwdin partial charges, in e, on atoms 1 to 4: number 1, F, carries 0.095; number 2, F, carries 0.061; number 3, F, carries 0.115; number 4, O, carries 0.008